Record 1
Density functional theory data (wB97M-V/def2-TZVPD) for one molecule with the formula CHF3O at a distorted geometry.

Energy relative to the best compared isomer or geometry (same formula, charge and spin), kcal/mol: 4.0
Highest occupied orbital energy, eV: -12.99
Lowest unoccupied orbital energy, eV: 0.7
Gap between HOMO and LUMO, eV: 13.7200

```
! RIJCOSX wB97M-V def2-TZVPD def2/J DEFGRID3
* xyz 0 1
O 0.22 0.54 0.26
C 1.38 -0.08 0.59
F 1.09 -1.15 1.34
F 2.20 0.87 1.20
F 1.96 -0.60 -0.45
H -0.10 0.92 1.01
*
```

=====

Record 2
Density functional theory data (wB97M-V/def2-TZVPD) for CHF3O3STb as an isolated structure at a distorted geometry.

<S²>: 12.63
Highest occupied orbital energy (alpha / beta), eV: -3.88 / -3.89
Lowest unoccupied orbital energy (alpha / beta), eV: 1.7 / 1.6
Gap between HOMO and LUMO (alpha / beta), eV: 5.6098 / 5.4475

```
! RIJCOSX wB97M-V def2-TZVPD def2/J DEFGRID3
* xyz -1 7
S 1.08 -0.70 0.90
O 1.33 0.58 1.67
O -0.16 -1.48 1.43
C 0.24 -0.06 -0.68
F 1.24 0.61 -1.41
F 0.09 -1.23 -1.45
Tb -0.47 -3.22 3.13
O -0.87 0.60 -0.46
H -1.28 2.04 -1.26
F -1.20 2.86 -1.87
*
```

=====

Record 3
Density functional theory data (wB97M-V/def2-TZVPD) for CHF3O3SYb as an isolated structure at a distorted geometry.

<S²>: 0.75
Highest occupied orbital energy (alpha / beta), eV: -3.74 / -4.14
Lowest unoccupied orbital energy (alpha / beta), eV: 2.2 / 1.6
Gap between HOMO and LUMO (alpha / beta), eV: 5.9140 / 5.7547

```
! RIJCOSX wB97M-V def2-TZVPD def2/J DEFGRID3
* xyz -1 2
S 1.30 -0.79 0.17
O 1.95 0.28 1.01
O 0.27 -1.80 0.74
C 0.13 0.17 -1.02
F -0.18 1.08 -2.00
F 0.25 -0.81 -2.03
Yb -1.30 -2.03 2.69
O -1.40 0.23 0.11
H -1.12 1.47 0.46
F 0.08 2.19 -0.13
*
```

=====

Record 4
Density functional theory data (wB97M-V/def2-TZVPD) for CHF3OYb as an isolated structure at a distorted geometry.

Energy relative to the best compared isomer or geometry (same formula, charge and spin), kcal/mol: 10.3
<S²>: 2.02
Highest occupied orbital energy (alpha / beta), eV: -6.72 / -9.25
Lowest unoccupied orbital energy (alpha / beta), eV: -0.5 / -2.0
Gap between HOMO and LUMO (alpha / beta), eV: 6.2592 / 7.2502

```
! RIJCOSX wB97M-V def2-TZVPD def2/J DEFGRID3
* xyz 0 3
C 1.66 -0.43 -0.94
F 1.71 -1.69 -1.50
F 2.84 -0.38 -0.23
F 1.93 0.38 -2.02
H 0.43 -0.10 -0.17
Yb -2.72 0.73 1.79
O -0.99 0.27 0.71
*
```

=====

Record 5
Density functional theory data (wB97M-V/def2-TZVPD) for one molecule with the formula CHFINO at a distorted geometry.

Energy relative to the best compared isomer or geometry (same formula, charge and spin), kcal/mol: 25.0
Highest occupied orbital energy, eV: -9.30
Lowest unoccupied orbital energy, eV: -0.9
Gap between HOMO and LUMO, eV: 8.4384

```
! RIJCOSX wB97M-V def2-TZVPD def2/J DEFGRID3
* xyz 0 1
F -0.50 1.79 0.02
C 0.27 0.78 -0.09
N 1.57 0.94 0.04
O 2.35 -0.16 0.13
I 4.27 0.06 0.03
H -0.03 -0.27 -0.20
*
```

=====

Record 6
Density functional theory data (wB97M-V/def2-TZVPD) for a 2-piece molecular cluster, CHFN2O3 overall at a distorted geometry.

Energy relative to the best compared isomer or geometry (same formula, charge and spin), kcal/mol: 107.6
Highest occupied orbital energy (alpha / beta), eV: -9.51 / -9.16
Lowest unoccupied orbital energy (alpha / beta), eV: -1.7 / -1.0
Gap between HOMO and LUMO (alpha / beta), eV: 7.8109 / 8.1489

```
! RIJCOSX wB97M-V def2-TZVPD def2/J DEFGRID3
* xyz 0 1
C -0.86 0.51 -0.37
N -1.16 -0.72 -0.55
N 1.93 0.02 0.51
O -1.06 -1.66 0.22
O 2.11 -1.12 0.83
O 1.09 0.81 0.17
F -0.90 1.35 -1.42
H -1.15 0.82 0.62
*
```

=====

Record 7
Density functional theory data (wB97M-V/def2-TZVPD) for a 2-piece molecular cluster, CHFS overall at a distorted geometry.

Energy relative to the best compared isomer or geometry (same formula, charge and spin), kcal/mol: 124.3
Highest occupied orbital energy (alpha / beta), eV: -10.00 / -9.78
Lowest unoccupied orbital energy (alpha / beta), eV: -2.8 / -2.7
Gap between HOMO and LUMO (alpha / beta), eV: 7.1575 / 7.0526

```
! RIJCOSX wB97M-V def2-TZVPD def2/J DEFGRID3
* xyz 0 1
C 0.21 0.47 -0.03
F 0.27 1.76 0.03
S 3.12 0.02 -0.10
H 1.09 0.11 -0.60
*
```

=====

Record 8
Density functional theory data (wB97M-V/def2-TZVPD) for CHGdO3 as an isolated structure at a distorted geometry.

<S²>: 16.14
Highest occupied orbital energy (alpha / beta), eV: -21.57 / -21.07
Lowest unoccupied orbital energy (alpha / beta), eV: -11.7 / -14.8
Gap between HOMO and LUMO (alpha / beta), eV: 9.8298 / 6.2603

```
! RIJCOSX wB97M-V def2-TZVPD def2/J DEFGRID3
* xyz 2 8
O 0.11 1.01 1.14
C 0.39 0.06 0.29
O -0.02 0.42 -0.89
O 0.12 -1.16 0.54
H -0.75 1.42 0.60
Gd 0.15 -1.75 -1.68
*
```

=====

Record 9
Density functional theory data (wB97M-V/def2-TZVPD) for CHHgLiO3 as an isolated structure at a distorted geometry.

Energy relative to the best compared isomer or geometry (same formula, charge and spin), kcal/mol: 35.9
<S²>: 0.76
Highest occupied orbital energy (alpha / beta), eV: -12.75 / -12.55
Lowest unoccupied orbital energy (alpha / beta), eV: -5.0 / -8.2
Gap between HOMO and LUMO (alpha / beta), eV: 7.7217 / 4.3781

```
! RIJCOSX wB97M-V def2-TZVPD def2/J DEFGRID3
* xyz 1 2
O 2.13 0.57 -0.02
C 0.28 -0.25 -0.07
O -0.79 -0.52 0.37
Hg -2.89 -1.73 -0.10
Li -1.28 1.59 -0.09
O 0.86 0.93 -0.14
H 1.69 -0.60 0.05
*
```

=====

Record 10
Density functional theory data (wB97M-V/def2-TZVPD) for one molecule with the formula CHIN2 at a distorted geometry.

Energy relative to the best compared isomer or geometry (same formula, charge and spin), kcal/mol: 28.2
Highest occupied orbital energy, eV: -9.75
Lowest unoccupied orbital energy, eV: 0.0
Gap between HOMO and LUMO, eV: 9.7861

```
! RIJCOSX wB97M-V def2-TZVPD def2/J DEFGRID3
* xyz 0 1
I 1.89 0.88 0.03
C -0.12 0.16 -0.13
N -0.46 -1.15 -0.55
N -0.46 -0.99 0.66
H -0.85 1.09 -0.02
*
```

=====

Record 11
Density functional theory data (wB97M-V/def2-TZVPD) for one molecule with the formula CHIS2 at a distorted geometry.

Energy relative to the best compared isomer or geometry (same formula, charge and spin), kcal/mol: 39.2
Highest occupied orbital energy, eV: -9.20
Lowest unoccupied orbital energy, eV: -0.9
Gap between HOMO and LUMO, eV: 8.3032

```
! RIJCOSX wB97M-V def2-TZVPD def2/J DEFGRID3
* xyz 0 1
S 0.08 -1.46 -1.67
C -0.19 -0.58 -0.39
S 1.17 1.19 -0.07
I -1.57 -0.77 1.13
H 0.50 1.61 1.00
*
```

=====

Record 12
Density functional theory data (wB97M-V/def2-TZVPD) for a 2-piece molecular cluster, CHIS2 overall at a distorted geometry.

Energy relative to the best compared isomer or geometry (same formula, charge and spin), kcal/mol: 115.2
Highest occupied orbital energy (alpha / beta), eV: -8.38 / -9.05
Lowest unoccupied orbital energy (alpha / beta), eV: -1.1 / -1.2
Gap between HOMO and LUMO (alpha / beta), eV: 7.3254 / 7.8692

```
! RIJCOSX wB97M-V def2-TZVPD def2/J DEFGRID3
* xyz 0 1
C 0.02 -0.17 0.07
S 1.22 -1.17 0.92
S 1.30 -0.31 -1.08
I -1.99 -0.59 -0.28
H -0.55 2.24 0.37
*
```

=====

For each record above, in turn, the calculated molecular weight values are 86.01, 309.00, 323.12, 259.05, 188.93, 108.03, 64.08, 218.27, 268.55, 167.94, 204.06, 204.06 g mol⁻¹.